No. 1
60
Properties=species:S:1:pos:R:3:forces:R:3:nbo_charge:R:1 method="wB97M-V/def2-TZVPD" e_lumo_ev=-0.5 gap_ev=6.703 charge=0
Tl -2.50880 2.31923 0.47889 -0.06 0.04 -0.06 0.78
Br -5.16327 -2.49487 -5.22897 0.00 0.00 0.00 0.03
C -4.28020 -1.26327 -4.08600 0.06 0.09 -0.09 -0.16
C -3.62731 -0.14584 -4.63715 -0.03 -0.05 0.01 -0.20
C -2.97400 0.73787 -3.82562 0.01 -0.01 0.01 -0.24
C -2.92562 0.58806 -2.40316 0.06 -0.02 -0.02 0.43
O -2.24009 1.40914 -1.70610 -0.15 0.04 0.01 -0.81
C -3.62938 -0.53832 -1.86832 -0.04 -0.09 0.05 -0.26
C -3.71272 -0.87083 -0.47248 0.06 -0.08 -0.10 0.20
N -3.41589 -0.14450 0.54773 -0.09 0.02 0.25 -0.54
C -3.63984 -0.69455 1.82963 0.11 0.08 -0.12 0.13
C -4.63617 -1.58901 2.13001 -0.15 -0.08 0.04 -0.24
C -4.78206 -2.13463 3.42541 0.00 0.05 -0.09 -0.19
C -3.94132 -1.77333 4.43464 0.05 0.04 -0.02 -0.21
C -2.93407 -0.80870 4.18508 -0.02 -0.01 0.11 -0.10
C -2.05765 -0.34507 5.19381 -0.04 -0.07 0.03 -0.12
C -1.14552 0.62680 4.91158 0.04 0.07 -0.04 -0.27
C -1.11346 1.15150 3.60291 -0.04 0.01 0.08 0.06
N -1.88826 0.73048 2.63865 0.09 -0.14 0.02 -0.47
C -2.79572 -0.25070 2.89736 0.09 0.13 -0.10 0.20
C -4.26669 -1.45546 -2.73804 0.03 0.03 0.10 -0.16
H -3.63890 0.00304 -5.70961 0.00 0.00 0.01 0.22
H -2.45468 1.59263 -4.24084 -0.01 -0.02 -0.01 0.21
H -4.07439 -1.88892 -0.29202 -0.01 -0.01 -0.02 0.16
H -5.34613 -1.87429 1.36488 0.01 -0.01 0.00 0.22
H -5.57986 -2.84306 3.60930 0.01 0.01 -0.02 0.22
H -4.04456 -2.18918 5.42948 0.01 0.01 -0.02 0.22
H -2.13195 -0.76785 6.18906 -0.01 0.01 -0.01 0.22
H -0.46942 1.00722 5.66536 -0.01 -0.01 -0.02 0.23
H -0.42780 1.95825 3.35231 -0.02 -0.05 0.02 0.19
H -4.76204 -2.32158 -2.31303 0.01 0.03 0.00 0.21
C 4.96839 -2.86170 -1.44623 0.03 0.06 -0.02 -0.62
C 5.93680 -1.70365 -1.64704 0.03 -0.13 -0.09 -0.67
S 5.68895 -0.34803 -0.53438 -0.02 0.02 0.09 2.19
O 5.33176 -0.87034 0.76508 0.09 0.07 -0.03 -0.96
O 6.79919 0.55847 -0.67549 -0.06 -0.07 0.10 -0.94
C 4.24511 0.44981 -1.18775 -0.07 0.12 0.01 -0.69
C 3.80939 1.56992 -0.24229 -0.13 -0.07 -0.25 -0.22
N 2.40385 1.90782 -0.45896 0.08 0.14 0.23 -0.33
C 1.38388 1.44897 0.30651 0.00 -0.21 0.01 0.41
N 0.22080 1.94032 -0.07856 0.03 0.22 0.02 -0.49
C 0.48226 2.77301 -1.12449 -0.24 -0.08 0.02 0.00
C 1.81769 2.77022 -1.36699 0.34 0.12 -0.03 0.12
N 2.51964 3.42571 -2.42537 -0.25 -0.73 -0.44 0.53
O 3.67969 3.09401 -2.63123 0.12 0.23 0.21 -0.42
O 1.88109 4.17999 -3.12544 0.02 0.30 0.16 -0.35
C 1.56911 0.47525 1.41991 -0.03 0.01 -0.03 -0.68
H 5.26220 -3.69601 -2.08262 0.00 0.01 0.00 0.23
H 3.94693 -2.58781 -1.71424 0.03 0.01 0.01 0.21
H 4.97406 -3.19406 -0.41013 0.02 0.01 0.00 0.24
H 5.88412 -1.27309 -2.64905 0.07 -0.04 0.00 0.24
H 6.97483 -1.98498 -1.45824 -0.02 -0.06 -0.02 0.26
H 3.47265 -0.31703 -1.27088 -0.03 0.05 0.03 0.24
H 4.49201 0.84442 -2.17229 -0.05 -0.03 0.01 0.27
H 4.42249 2.45024 -0.39394 0.02 0.05 -0.01 0.25
H 3.90504 1.25515 0.79328 0.02 -0.05 0.03 0.24
H -0.28968 3.28460 -1.67536 0.01 -0.02 0.03 0.25
H 2.01163 0.94754 2.30045 0.00 0.01 -0.03 0.23
H 2.22187 -0.34902 1.12915 -0.01 0.00 0.01 0.24
H 0.59198 0.08005 1.69184 0.05 0.03 -0.04 0.26

---

No. 2
53
Properties=species:S:1:pos:R:3:forces:R:3:nbo_charge:R:1 method="wB97M-V/def2-TZVPD" smiles="Cc1ccc([C@H](NC(=O)N(Cc2ccccc2)Cc2ccccc2)C(Cl)Cl)cc1F" e_lumo_ev=0.7 gap_ev=9.210 charge=0
C -2.49606 -6.09502 1.07772 -0.09 0.08 0.08 -0.62
C -2.31160 -4.75147 0.44633 -0.09 0.15 0.20 -0.11
C -1.56727 -4.56091 -0.70953 -0.05 0.15 0.02 -0.18
C -1.42095 -3.30700 -1.26965 -0.10 0.11 -0.02 -0.20
C -1.99963 -2.18749 -0.68191 -0.22 -0.31 -0.12 0.01
C -2.75366 -2.35378 0.46926 -0.06 -0.15 -0.06 -0.29
C -2.89118 -3.61973 1.00404 0.11 -0.01 -0.31 0.47
F -3.63771 -3.75782 2.12403 0.06 -0.05 -0.02 -0.34
H -3.21343 -1.52951 0.98793 -0.05 0.10 0.09 0.22
C -1.79103 -0.85554 -1.37277 -0.03 -0.04 0.14 -0.09
N -0.38872 -0.50084 -1.42644 0.00 0.18 -0.28 -0.67
C 0.43969 -0.68603 -0.33521 0.13 -0.15 -0.25 0.81
O 0.17432 -1.44534 0.57558 -0.04 -0.11 0.40 -0.67
N 1.62714 -0.01423 -0.39539 0.32 0.09 0.00 -0.46
C 2.59045 -0.24909 0.67083 -0.08 -0.17 0.15 -0.24
C 2.61093 0.89539 1.64913 0.15 -0.05 0.00 -0.05
C 3.64356 1.82220 1.66119 -0.05 -0.13 -0.02 -0.17
C 3.60913 2.89876 2.53174 0.04 0.14 0.05 -0.22
C 2.53853 3.05987 3.39350 0.06 0.12 0.03 -0.22
C 1.50424 2.13747 3.38899 -0.08 -0.04 0.00 -0.21
C 1.54043 1.06039 2.52255 0.03 -0.03 0.04 -0.21
H 0.73741 0.33806 2.50857 -0.11 -0.11 -0.01 0.24
H 0.66787 2.25867 4.06167 -0.07 0.00 0.07 0.22
H 2.51066 3.90156 4.06979 0.00 0.06 0.05 0.21
H 4.41890 3.61381 2.53457 0.06 0.06 0.00 0.21
H 4.48456 1.70010 0.99208 0.07 -0.03 -0.08 0.20
H 2.27193 -1.16423 1.17677 0.17 0.12 -0.11 0.26
H 3.57984 -0.40563 0.22983 -0.06 0.01 0.04 0.19
C 2.00020 0.88543 -1.46681 -0.04 0.00 -0.14 -0.23
C 1.08168 2.07647 -1.63365 0.07 0.17 -0.13 -0.08
C 0.73370 2.51859 -2.90525 0.12 -0.10 0.11 -0.22
C -0.08295 3.62405 -3.06642 -0.05 0.13 -0.05 -0.21
C -0.56712 4.29557 -1.95728 0.02 0.09 -0.06 -0.21
C -0.22802 3.85881 -0.68792 0.07 0.04 0.02 -0.20
C 0.59415 2.75864 -0.52565 0.03 0.03 -0.04 -0.16
H 0.85575 2.42301 0.46597 0.00 -0.03 0.09 0.22
H -0.60607 4.37392 0.18247 -0.04 0.05 0.08 0.22
H -1.21123 5.15293 -2.08247 -0.07 0.08 -0.01 0.21
H -0.34688 3.95550 -4.05970 -0.03 0.03 -0.09 0.21
H 1.10662 1.99451 -3.77512 0.04 -0.07 -0.08 0.21
H 2.06601 0.33359 -2.41554 0.05 0.13 0.06 0.20
H 3.00119 1.25979 -1.23341 -0.06 -0.11 -0.05 0.23
H -0.21464 0.32044 -1.98943 -0.02 -0.08 0.01 0.41
C -2.63786 0.29542 -0.80275 -0.11 -0.03 -0.17 -0.21
Cl -2.65836 1.63716 -1.98459 -0.10 -0.13 -0.01 -0.03
Cl -1.99112 0.90365 0.72814 -0.22 0.02 0.16 0.00
H -3.67664 -0.00063 -0.64942 0.20 0.04 0.01 0.23
H -2.12002 -0.97670 -2.41686 0.00 0.07 0.28 0.23
H -0.83144 -3.18506 -2.16569 0.09 0.02 -0.11 0.21
H -1.09515 -5.41259 -1.17658 0.04 -0.11 -0.04 0.21
H -2.20160 -6.06096 2.12542 0.00 -0.10 0.06 0.23
H -3.54548 -6.38686 1.04213 -0.03 -0.10 0.04 0.22
H -1.90310 -6.84727 0.56519 0.03 -0.06 -0.02 0.21